# 1
{
  "formula": "C23H27BN4O2OsS",
  "method": "ωB97M-V/def2-TZVPD",
  "homo_lumo_gap_ha": [0.285, 0.261],
  "max_force_ev_per_a": 1.158,
  "spin_multiplicity": 5,
  "s2": 6.020,
  "total_charge": 2,
  "mol_weight_g_mol": 624.60,
  "species": ["Os", "C", "N", "C", "C", "N", "C", "S", "C", "C", "C", "C", "C", "N", "H", "H", "H", "H", "H", "H", "H", "H", "H", "C", "C", "C", "O", "B", "O", "C", "C", "C", "H", "H", "H", "H", "H", "H", "H", "H", "H", "H", "H", "H", "C", "C", "C", "C", "C", "C", "C", "C", "N", "H", "H", "H", "H", "H", "H"],
  "coordinates": [[-0.459, 0.163, 0.742], [-0.547, -3.687, 4.615], [0.045, -3.615, 3.284], [0.529, -4.719, 2.610], [1.157, -4.285, 1.507], [1.068, -2.896, 1.508], [0.316, -2.502, 2.587], [-0.162, -0.918, 3.034], [1.958, -2.065, 0.793], [3.226, -2.539, 0.488], [4.160, -1.663, -0.036], [3.807, -0.334, -0.216], [2.517, 0.042, 0.082], [1.588, -0.808, 0.547], [0.011, -4.415, 5.200], [-1.585, -3.998, 4.569], [-0.483, -2.718, 5.100], [0.383, -5.720, 2.979], [1.664, -4.833, 0.733], [3.492, -3.563, 0.702], [5.163, -2.001, -0.258], [4.517, 0.395, -0.578], [2.196, 1.063, -0.039], [0.398, 3.466, -4.235], [0.237, 2.454, -3.121], [0.900, 1.128, -3.492], [-1.176, 2.173, -2.903], [-1.364, 1.966, -1.598], [-0.184, 2.098, -0.832], [0.658, 2.974, -1.722], [0.160, 4.393, -1.454], [2.144, 2.906, -1.447], [0.135, 3.006, -5.186], [1.437, 3.794, -4.288], [-0.247, 4.330, -4.087], [0.327, 0.671, -4.297], [0.912, 0.440, -2.642], [1.917, 1.288, -3.847], [-0.889, 4.508, -1.732], [0.748, 5.122, -2.006], [0.256, 4.608, -0.389], [2.591, 1.965, -1.757], [2.345, 3.106, -0.393], [2.623, 3.702, -2.016], [-2.745, 1.689, -0.898], [-2.720, 0.629, 0.170], [-3.201, 0.893, 1.470], [-3.596, -0.135, 2.305], [-3.478, -1.464, 1.881], [-2.866, -1.762, 0.672], [-2.461, -0.726, -0.187], [-3.988, -2.520, 2.697], [-4.380, -3.371, 3.359], [-3.079, 2.636, -0.468], [-3.485, 1.407, -1.650], [-3.394, 1.918, 1.762], [-4.059, 0.083, 3.258], [-2.796, -2.792, 0.344], [-2.245, -0.966, -1.223]],
  "nbo_charge": [1.245, -0.422, -0.311, -0.029, -0.054, -0.375, 0.284, -0.157, 0.384, -0.237, -0.091, -0.230, 0.058, -0.552, 0.243, 0.247, 0.246, 0.268, 0.259, 0.253, 0.259, 0.259, 0.226, -0.633, 0.234, -0.637, -0.684, 1.159, -0.826, 0.299, -0.652, -0.663, 0.244, 0.228, 0.236, 0.248, 0.191, 0.233, 0.226, 0.246, 0.233, 0.216, 0.229, 0.260, -0.806, -0.083, -0.198, -0.101, -0.154, -0.130, -0.305, 0.236, -0.215, 0.277, 0.284, 0.257, 0.264, 0.256, 0.259]
}


# 2
{
  "formula": "C15H31Cl16INOS",
  "method": "ωB97M-V/def2-TZVPD",
  "homo_lumo_gap_ha": 0.339,
  "max_force_ev_per_a": 2.099,
  "total_charge": 1,
  "mol_weight_g_mol": 967.64,
  "species": ["C", "C", "O", "C", "C", "C", "N", "C", "I", "C", "S", "H", "H", "H", "H", "H", "H", "H", "H", "H", "H", "H", "H", "H", "H", "H", "C", "Cl", "Cl", "H", "H", "C", "Cl", "Cl", "H", "H", "C", "Cl", "Cl", "H", "H", "C", "Cl", "Cl", "H", "H", "C", "Cl", "Cl", "H", "H", "C", "Cl", "Cl", "H", "H", "C", "Cl", "Cl", "H", "H", "C", "Cl", "Cl", "H", "H"],
  "coordinates": [[-0.596, 2.736, 3.082], [-0.002, 3.723, 2.062], [-0.974, 4.555, 1.435], [0.842, 3.037, 0.950], [0.167, 1.771, 0.388], [-0.213, 1.758, -1.130], [-0.904, 0.417, -1.194], [-0.254, -0.499, -0.183], [0.218, -2.474, -0.895], [0.893, 0.384, 0.451], [2.533, 0.243, -0.392], [0.168, 2.151, 3.620], [-1.303, 2.008, 2.649], [-1.175, 3.320, 3.811], [0.668, 4.400, 2.614], [-1.655, 3.969, 1.102], [1.841, 2.832, 1.372], [0.983, 3.777, 0.151], [-0.812, 1.536, 0.857], [-0.845, 2.565, -1.520], [0.632, 1.618, -1.823], [-1.855, 0.503, -0.800], [-1.057, 0.026, -2.124], [-0.903, -0.663, 0.693], [1.156, 0.139, 1.489], [2.639, 1.409, -1.098], [1.166, 6.478, -1.155], [0.523, 7.501, -2.441], [2.280, 5.258, -1.794], [1.703, 7.100, -0.445], [0.340, 5.976, -0.658], [-0.190, -5.419, -3.485], [1.197, -5.733, -2.432], [0.104, -4.042, -4.556], [-0.377, -6.301, -4.089], [-1.056, -5.203, -2.867], [-3.048, -1.901, -1.288], [-4.142, -2.862, -2.278], [-3.555, -0.201, -1.225], [-3.044, -2.300, -0.277], [-2.050, -1.958, -1.714], [5.978, 6.971, -2.161], [4.899, 7.425, -0.835], [7.131, 8.256, -2.526], [6.526, 6.079, -1.875], [5.380, 6.774, -3.045], [-3.166, 2.092, 6.149], [-3.765, 3.170, 4.879], [-1.957, 0.951, 5.537], [-2.715, 2.693, 6.931], [-4.003, 1.530, 6.551], [1.834, -8.785, 0.553], [3.120, -7.608, 0.253], [0.380, -8.400, -0.372], [2.185, -9.769, 0.260], [1.591, -8.777, 1.610], [-4.857, -0.037, 3.270], [-5.272, -1.536, 4.104], [-3.348, -0.202, 2.358], [-5.655, 0.215, 2.579], [-4.735, 0.752, 4.001], [2.203, -8.612, -4.574], [1.098, -9.447, -3.474], [1.683, -8.763, -6.256], [2.230, -7.561, -4.309], [3.192, -9.046, -4.471]],
  "nbo_charge": [-0.660, 0.099, -0.707, -0.455, -0.220, -0.227, -0.602, -0.226, 0.252, -0.353, -0.014, 0.228, 0.196, 0.245, 0.197, 0.454, 0.240, 0.240, 0.207, 0.244, 0.229, 0.445, 0.447, 0.238, 0.266, 0.141, -0.400, -0.004, -0.047, 0.232, 0.226, -0.403, -0.016, -0.025, 0.238, 0.218, -0.423, 0.034, -0.004, 0.240, 0.213, -0.396, -0.038, -0.008, 0.221, 0.223, -0.396, -0.027, -0.025, 0.236, 0.230, -0.393, -0.031, -0.024, 0.228, 0.225, -0.388, 0.003, -0.074, 0.230, 0.228, -0.399, -0.027, -0.021, 0.218, 0.227]
}


no.,calculated total energy (eV)
1,-48309.3922
2,-238882.7331